{
  "formula": "C20H25FN4O2",
  "method": "ωB97M-V with the def2-TZVPD basis set",
  "symbols": ["C", "C", "N", "N", "C", "C", "C", "C", "C", "N", "C", "O", "C", "C", "C", "C", "O", "N", "C", "C", "C", "C", "C", "C", "C", "F", "C", "H", "H", "H", "H", "H", "H", "H", "H", "H", "H", "H", "H", "H", "H", "H", "H", "H", "H", "H", "H", "H", "H", "H", "H", "H"],
  "coordinates": [[-3.581766, -0.523108, 2.672859], [-3.848006, -0.529092, 1.208248], [-3.981014, -1.662386, 0.541716], [-4.223196, -1.315040, -0.723841], [-4.250399, 0.023309, -0.901097], [-4.448142, 0.649354, -2.230087], [-4.013758, 0.577119, 0.344258], [-3.849577, 2.022600, 0.681651], [-2.514017, 2.548075, 0.122529], [-1.438558, 1.632257, 0.430478], [-1.021774, 0.710528, -0.464714], [-1.281216, 0.771466, -1.649686], [-0.130364, -0.382418, 0.116467], [-0.473106, -1.744026, -0.505933], [0.779312, -2.554987, -0.862306], [1.916156, -2.369010, 0.118780], [2.560075, -3.283801, 0.594684], [2.175195, -1.067942, 0.388191], [3.257932, -0.699269, 1.277788], [4.385908, -0.070465, 0.503758], [5.233043, -0.852522, -0.272419], [6.245188, -0.277670, -1.019319], [6.429837, 1.095504, -1.004322], [5.597686, 1.897351, -0.243818], [4.589776, 1.302269, 0.491063], [3.772839, 2.097113, 1.227035], [1.337761, -0.039348, -0.176341], [-3.534694, -1.548234, 3.028106], [-2.638290, -0.027220, 2.900719], [-4.376945, -0.000347, 3.203351], [-4.346846, -2.027342, -1.425058], [-3.474685, 0.852644, -2.678469], [-5.004457, -0.013260, -2.889735], [-4.986095, 1.589427, -2.131394], [-3.866188, 2.143949, 1.766542], [-4.663903, 2.614240, 0.258538], [-2.560335, 2.612769, -0.965427], [-2.283743, 3.533936, 0.534960], [-1.264266, 1.467538, 1.409829], [-0.254530, -0.427325, 1.202683], [-1.048896, -1.573502, -1.418023], [-1.100416, -2.308735, 0.184436], [1.152984, -2.238836, -1.840095], [0.544007, -3.617396, -0.919920], [3.598188, -1.625555, 1.749067], [2.886173, -0.012489, 2.044441], [5.083749, -1.921747, -0.279828], [6.894344, -0.901957, -1.613895], [7.220933, 1.544885, -1.584664], [5.715363, 2.969062, -0.214471], [1.602296, 0.919346, 0.273410], [1.480462, 0.040274, -1.260726]],
  "atomic_forces_ev_per_a": [[-0.07, -0.05, -0.12], [-0.10, 0.00, -0.44], [0.11, -0.67, 0.50], [-0.01, 0.33, -0.11], [-0.04, 0.09, 0.28], [0.18, -0.01, -0.04], [-0.25, -0.11, -0.22], [0.19, -0.12, -0.29], [-0.13, 0.16, 0.02], [-0.04, 0.41, 0.36], [0.36, -0.27, 0.44], [-0.05, -0.02, -0.39], [-0.07, 0.10, -0.34], [-0.06, -0.02, 0.00], [-0.07, -0.16, 0.09], [-0.19, -0.11, -0.28], [0.20, -0.40, 0.11], [0.05, 0.15, 0.30], [0.09, -0.11, 0.11], [-0.05, 0.29, 0.16], [0.04, 0.13, 0.00], [0.06, -0.11, -0.07], [-0.04, 0.02, 0.03], [-0.12, 0.07, 0.09], [0.12, -0.21, -0.07], [0.05, -0.05, -0.05], [-0.34, 0.18, -0.13], [0.03, -0.04, 0.09], [0.07, 0.03, 0.10], [0.01, 0.02, 0.11], [0.01, 0.08, 0.12], [-0.01, 0.04, -0.07], [-0.10, 0.03, -0.08], [-0.08, 0.05, -0.05], [-0.07, 0.07, 0.01], [-0.03, 0.10, 0.11], [0.01, 0.09, 0.11], [-0.02, -0.02, -0.12], [0.07, -0.15, -0.12], [0.03, 0.05, -0.03], [0.00, -0.03, 0.10], [-0.02, 0.01, -0.04], [0.00, -0.02, -0.02], [0.13, 0.07, -0.01], [-0.05, 0.20, -0.01], [0.04, -0.12, -0.06], [-0.03, -0.15, 0.01], [0.06, -0.06, -0.05], [0.07, 0.05, -0.05], [0.00, 0.11, 0.01], [0.06, -0.05, -0.05], [-0.02, 0.11, 0.07]],
  "nbo_charge": [-0.6423, 0.1458, -0.2920, -0.3303, 0.1769, -0.6582, -0.1620, -0.4267, -0.2203, -0.6130, 0.7058, -0.6516, -0.3040, -0.4053, -0.4919, 0.6853, -0.6374, -0.4416, -0.2416, -0.1121, -0.1725, -0.2231, -0.1923, -0.2790, 0.3960, -0.3368, -0.2023, 0.2394, 0.2000, 0.2196, 0.4052, 0.2565, 0.2180, 0.2231, 0.2092, 0.2206, 0.2289, 0.1991, 0.3896, 0.2037, 0.2358, 0.2257, 0.2230, 0.2406, 0.2574, 0.2092, 0.2300, 0.2172, 0.2174, 0.2292, 0.2208, 0.2074],
  "total_charge": 0,
  "relative_energy_kj_mol": 30.4,
  "energy_ha": -1246.545469,
  "e_homo_ev": -8.776,
  "smiles": "Cc1n[nH]c(C)c1CCNC(=O)[C@H]1CCC(=O)N(Cc2ccccc2F)C1",
  "homo_lumo_gap_ev": 9.4,
  "e_lumo_ha": 0.0229
}

{
  "formula": "C23H21N3O6S",
  "method": "ωB97M-V with the def2-TZVPD basis set",
  "symbols": ["C", "C", "C", "C", "C", "C", "N", "S", "O", "O", "C", "C", "C", "N", "C", "O", "C", "C", "O", "C", "C", "C", "C", "N", "O", "O", "C", "C", "C", "C", "C", "C", "C", "H", "H", "H", "H", "H", "H", "H", "H", "H", "H", "H", "H", "H", "H", "H", "H", "H", "H", "H", "H", "H"],
  "coordinates": [[-5.287604, -2.114182, 0.510328], [-4.383008, -1.130605, 1.188330], [-4.227757, -1.139372, 2.569735], [-3.384517, -0.230763, 3.184396], [-2.664249, 0.679989, 2.434048], [-2.804470, 0.690374, 1.049501], [-2.078993, 1.574326, 0.264343], [-1.598372, 1.179182, -1.279046], [-2.665685, 1.386729, -2.206523], [-0.380055, 1.918582, -1.479464], [-1.111341, -0.551580, -1.156243], [-0.062282, -0.706276, -0.272037], [0.590932, -1.923965, -0.144148], [1.705706, -1.977058, 0.702999], [2.834825, -2.718360, 0.497796], [2.903002, -3.682981, -0.217751], [4.041143, -2.165187, 1.264979], [4.578570, -0.964499, 0.500714], [5.625702, -0.992855, -0.089807], [3.679348, 0.231797, 0.454625], [3.034443, 0.726806, 1.589432], [2.153252, 1.785570, 1.478377], [1.932824, 2.361233, 0.232958], [0.973702, 3.434786, 0.127931], [1.148789, 4.278234, -0.708000], [0.068722, 3.420491, 0.943979], [2.607631, 1.920687, -0.895342], [3.477454, 0.852159, -0.778301], [0.144365, -3.007150, -0.895490], [-0.923350, -2.841377, -1.753975], [-1.569655, -1.614216, -1.922306], [-2.702282, -1.509197, -2.891773], [-3.671842, -0.207445, 0.437064], [-4.729226, -3.015957, 0.255371], [-5.693786, -1.695029, -0.406887], [-6.108742, -2.400753, 1.162889], [-4.777949, -1.852005, 3.165921], [-3.282305, -0.234557, 4.259637], [-2.005603, 1.392536, 2.908132], [-1.484905, 2.244700, 0.737091], [0.264710, 0.155179, 0.289353], [1.792706, -1.165432, 1.300348], [3.747679, -1.888276, 2.276108], [4.815316, -2.932326, 1.291435], [3.238007, 0.306674, 2.564033], [1.635904, 2.173680, 2.343370], [2.412920, 2.399412, -1.841419], [4.003148, 0.474759, -1.641707], [0.649163, -3.955755, -0.819077], [-1.263553, -3.685234, -2.335638], [-2.437890, -1.995280, -3.828895], [-3.577133, -2.020694, -2.489650], [-2.958490, -0.472997, -3.084161], [-3.803271, -0.152915, -0.631143]],
  "atomic_forces_ev_per_a": [[0.06, -0.02, 0.01], [0.05, 0.02, 0.06], [-0.04, -0.01, -0.02], [0.01, -0.01, 0.00], [0.08, 0.15, -0.17], [-0.56, -0.54, 0.22], [0.32, 0.07, -0.69], [0.34, 0.28, 0.32], [-0.12, -0.22, 0.18], [-0.17, -0.01, -0.10], [-0.07, 0.35, -0.02], [0.31, -0.30, 0.15], [-0.37, 0.17, -0.29], [-0.21, 0.13, 0.30], [0.08, 0.27, 0.57], [0.08, -0.25, -0.31], [0.29, -0.37, -0.27], [-0.04, -0.10, 0.27], [0.00, 0.01, -0.07], [0.00, 0.54, -0.20], [0.22, 0.02, -0.23], [-0.19, 0.26, -0.07], [0.87, -0.93, 0.11], [0.10, 0.31, 0.20], [-0.04, 0.18, -0.24], [-0.35, 0.29, 0.29], [-0.23, 0.23, 0.14], [0.03, -0.09, 0.23], [0.04, -0.07, 0.03], [0.03, 0.26, 0.07], [-0.09, 0.00, -0.08], [-0.12, 0.04, -0.12], [-0.08, 0.03, 0.26], [-0.03, -0.08, -0.05], [-0.07, -0.02, -0.08], [-0.08, -0.04, 0.00], [-0.08, -0.07, 0.06], [0.02, 0.01, 0.08], [0.11, 0.07, 0.08], [0.22, 0.00, -0.23], [0.19, 0.06, 0.14], [0.07, -0.25, -0.15], [-0.02, 0.05, 0.07], [-0.11, 0.09, 0.03], [-0.03, -0.07, 0.09], [-0.01, 0.01, 0.01], [-0.01, 0.01, -0.09], [0.03, -0.03, -0.09], [0.00, -0.05, 0.02], [-0.04, -0.08, -0.08], [-0.02, -0.03, -0.06], [-0.11, -0.02, 0.00], [-0.11, -0.17, -0.13], [-0.17, -0.07, -0.15]],
  "nbo_charge": [-0.6315, 0.0292, -0.2478, -0.1934, -0.2215, 0.1515, -0.8645, 2.3171, -0.9198, -0.9720, -0.2388, -0.2312, 0.1329, -0.6158, 0.6934, -0.5736, -0.6004, 0.5785, -0.4881, -0.1194, -0.2305, -0.2182, 0.1149, 0.5334, -0.3184, -0.4299, -0.1775, -0.1643, -0.1899, -0.1977, -0.0042, -0.6597, -0.2783, 0.2217, 0.2183, 0.2192, 0.2106, 0.2137, 0.2042, 0.4446, 0.2180, 0.4085, 0.2321, 0.2662, 0.2262, 0.2493, 0.2593, 0.2432, 0.2513, 0.2190, 0.2248, 0.2217, 0.2599, 0.2238],
  "total_charge": 0,
  "relative_energy_kj_mol": 315.8,
  "energy_ha": -1902.883958,
  "e_homo_ev": -8.688,
  "smiles": "Cc1cccc(NS(=O)(=O)c2cc(NC(=O)CC(=O)c3ccc([N+](=O)[O-])cc3)ccc2C)c1",
  "homo_lumo_gap_ev": 7.6,
  "e_lumo_ha": -0.0395
}

{
  "formula": "C16H25F8N4O",
  "method": "ωB97M-V with the def2-TZVPD basis set",
  "symbols": ["C", "C", "N", "C", "N", "C", "C", "C", "C", "C", "C", "C", "C", "N", "N", "H", "H", "H", "H", "H", "H", "H", "H", "H", "H", "H", "H", "H", "H", "H", "H", "H", "H", "H", "H", "H", "C", "C", "C", "F", "F", "F", "F", "O", "C", "C", "F", "F", "F", "F", "H", "H", "H", "H"],
  "coordinates": [[3.355516, -2.486276, 0.179026], [2.801215, -2.908064, -0.985434], [2.896950, -2.087842, -2.182183], [2.121566, -1.030226, -2.389548], [1.218504, -0.621876, -1.483836], [0.628101, 0.436522, -2.020450], [-0.459154, 1.152104, -1.318942], [-1.642167, 0.187384, -1.063794], [-2.630125, 0.109721, -2.229735], [-2.284962, -0.864903, -3.374375], [-1.644999, -2.203631, -2.983941], [-2.623079, -3.236739, -2.394403], [-2.695737, -3.195880, -0.862800], [1.143796, 0.727024, -3.217054], [2.107560, -0.212920, -3.464003], [3.026248, -1.555703, 0.632034], [4.048613, -3.159123, 0.673336], [2.198668, -3.803570, -1.088365], [3.563593, -2.376831, -2.877177], [-0.094073, 1.466388, -0.341280], [-0.791557, 2.052311, -1.833533], [-2.184064, 0.620652, -0.220691], [-1.275511, -0.775401, -0.719939], [-3.645318, -0.055091, -1.873797], [-2.651028, 1.110429, -2.672257], [-1.670007, -0.390230, -4.143168], [-3.227756, -1.122541, -3.859605], [-1.257258, -2.636455, -3.910817], [-0.786428, -2.105057, -2.317474], [-3.605202, -3.155422, -2.859051], [-2.228296, -4.216855, -2.670082], [-3.296385, -2.354459, -0.519600], [-1.686022, -3.060867, -0.467712], [-3.060744, -4.138857, -0.464210], [0.886714, 1.490019, -3.821397], [2.662986, -0.268778, -4.300441], [1.689288, 1.921812, 2.985093], [1.028693, 0.854997, 3.872982], [-0.485891, 0.657637, 3.738463], [-1.166195, 1.771054, 4.060810], [-0.869465, -0.326037, 4.578853], [1.358369, 1.058511, 5.158612], [1.588509, -0.338478, 3.495996], [1.963273, 3.194871, 3.531670], [1.023320, 4.194544, 3.565153], [0.644651, 4.588610, 4.998456], [0.182964, 3.524310, 5.678790], [-0.330111, 5.519898, 4.943791], [-0.057991, 3.879786, 2.825257], [1.585190, 5.280013, 2.994702], [2.679029, 1.526415, 2.761134], [1.175518, 2.003348, 2.025223], [-0.743834, 0.361822, 2.715988], [1.514526, 4.997930, 5.515725]],
  "atomic_forces_ev_per_a": [[-0.53, -0.65, -0.62], [0.63, 0.39, 0.20], [-1.60, 0.86, 0.09], [-0.22, -0.01, 0.35], [0.03, 0.09, -0.28], [0.23, 0.00, 0.40], [-0.34, -0.27, 0.12], [-0.56, 0.69, 0.23], [0.49, 0.17, -0.49], [-0.09, -0.34, 0.41], [-0.49, -0.25, -0.54], [0.74, -0.18, 0.37], [0.17, 0.16, -0.42], [-0.43, 0.10, 0.42], [0.38, -0.37, -0.06], [1.54, 0.89, -0.66], [-1.32, -0.52, 1.16], [1.31, -0.85, -0.44], [0.12, -0.11, 0.09], [0.32, 0.00, -0.08], [0.05, -0.04, -0.18], [0.00, -0.04, 0.05], [0.04, -0.07, -0.09], [0.07, -0.27, 0.18], [-0.25, 0.05, 0.04], [0.07, 0.17, 0.10], [0.05, 0.14, -0.25], [0.06, 0.05, -0.03], [0.02, 0.13, 0.05], [-0.06, 0.07, 0.02], [-0.14, -0.08, -0.03], [-0.14, -0.12, 0.19], [0.01, -0.04, 0.09], [-0.29, 0.11, 0.11], [0.25, -0.09, -0.30], [-0.14, 0.25, -0.17], [0.37, 0.06, -0.61], [0.22, 0.31, 0.37], [-0.12, -0.29, -0.03], [0.08, 0.10, 0.00], [0.04, -0.01, -0.02], [-0.06, 0.01, 0.02], [-0.14, 0.01, -0.20], [-0.29, -0.20, 0.54], [0.19, -0.14, -0.38], [0.01, 0.14, 0.16], [-0.04, -0.06, -0.07], [0.00, 0.01, -0.03], [-0.10, -0.01, 0.07], [0.00, 0.10, 0.00], [0.01, -0.06, 0.10], [-0.22, 0.00, 0.10], [0.03, 0.02, -0.01], [0.02, 0.00, -0.04]],
  "nbo_charge": [-0.3397, -0.0409, -0.5883, 0.5907, -0.5087, 0.4849, -0.4593, -0.3972, -0.4108, -0.4052, -0.4072, -0.3990, -0.6058, -0.3481, -0.3767, 0.2240, 0.2313, 0.2244, 0.4254, 0.2540, 0.2341, 0.2277, 0.2297, 0.2276, 0.2016, 0.1862, 0.2236, 0.2085, 0.1847, 0.2065, 0.2050, 0.2012, 0.1898, 0.2252, 0.4532, 0.4458, -0.1273, 0.5953, 0.5255, -0.3154, -0.3140, -0.2988, -0.3358, -0.5062, 0.8487, 0.5027, -0.3159, -0.3160, -0.3233, -0.3176, 0.2276, 0.1890, 0.1273, 0.1560],
  "total_charge": 1,
  "energy_ha": -1717.530939,
  "e_homo_ev": -12.390,
  "homo_lumo_gap_ev": 9.0,
  "e_lumo_ha": -0.1229
}